{"formula": "C37H38Cl2IrO2P2", "method": "the ωB97M-V functional and the def2-TZVPD basis", "elements": ["Ir", "C", "C", "C", "C", "C", "C", "C", "C", "C", "H", "H", "H", "H", "H", "H", "H", "H", "H", "H", "H", "H", "H", "H", "H", "P", "P", "C", "C", "C", "C", "C", "C", "C", "C", "C", "C", "C", "C", "C", "C", "C", "C", "C", "C", "C", "C", "C", "C", "C", "C", "C", "C", "H", "H", "H", "H", "H", "H", "H", "H", "H", "H", "H", "H", "H", "H", "H", "H", "H", "H", "H", "H", "H", "H", "Cl", "C", "Cl", "C", "O", "O", "H"], "positions_angstrom": [[3.19844, 3.86355, -1.06478], [4.58832, 5.17385, -0.98973], [3.69403, 5.19156, 0.19843], [2.72815, 6.34197, 0.35033], [1.58936, 6.23465, -0.70723], [1.57937, 4.85243, -1.32224], [2.33171, 4.62729, -2.60043], [3.24770, 5.68271, -3.15052], [4.40694, 6.09589, -2.16756], [-1.82237, 0.40996, -0.69740], [5.63643, 4.93950, -0.75006], [4.10975, 4.78682, 1.13568], [3.21005, 7.32721, 0.29697], [2.27441, 6.25285, 1.34493], [0.62752, 6.34667, -0.18807], [1.66529, 7.03390, -1.46073], [0.66570, 4.25845, -1.19440], [1.75233, 4.06841, -3.33480], [2.69766, 6.58687, -3.44607], [3.71643, 5.26213, -4.06042], [5.33822, 6.03487, -2.75650], [4.27826, 7.14687, -1.86337], [-0.75213, 0.20946, -0.82477], [-2.41377, -0.11758, -1.45809], [-2.14477, 0.09891, 0.30378], [0.18695, 1.43019, 2.10124], [-2.14771, 2.14473, -0.92580], [-0.89536, 2.71809, 1.55439], [-1.29560, 3.11643, 0.30872], [1.63321, 1.92726, 2.98241], [1.50043, 3.09991, 3.75810], [2.13648, 3.08039, 5.00515], [3.04984, 2.05480, 5.28927], [3.46537, 1.16306, 4.29606], [2.81610, 1.15924, 3.05932], [4.04998, 2.07088, -0.95345], [3.73252, 1.13172, -1.93151], [4.67351, 0.13700, -2.16284], [5.81095, 0.02944, -1.36942], [5.98856, 0.88072, -0.28238], [5.06953, 1.89519, -0.01927], [-3.93353, 2.35587, -0.68639], [-4.41467, 2.37259, 0.63081], [-5.78854, 2.44354, 0.87909], [-6.68687, 2.49789, -0.19719], [-6.20497, 2.49216, -1.50316], [-4.83499, 2.41636, -1.76489], [-1.65917, 2.62427, -2.59348], [-0.83606, 1.79037, -3.36387], [-0.48370, 2.16122, -4.66439], [-0.94028, 3.37654, -5.19522], [-1.73669, 4.21181, -4.42256], [-2.10558, 3.85011, -3.12820], [-1.13343, 3.38800, 2.40413], [-1.44101, 4.20786, 0.15075], [0.91260, 3.94132, 3.39322], [1.89447, 3.85689, 5.72718], [3.47605, 1.98327, 6.29794], [4.28442, 0.46180, 4.46806], [3.23463, 0.60591, 2.21000], [2.79333, 1.23345, -2.48050], [4.49867, -0.57647, -2.96955], [6.55013, -0.74473, -1.57822], [6.83705, 0.75749, 0.38771], [5.13119, 2.56045, 0.84231], [-3.70933, 2.33443, 1.46422], [-6.14712, 2.45633, 1.90132], [-7.75949, 2.54434, 0.00016], [-6.90600, 2.54775, -2.34040], [-4.46074, 2.40254, -2.78820], [-0.48559, 0.83955, -2.95669], [0.14205, 1.50535, -5.25922], [-0.66732, 3.65418, -6.21579], [-2.08832, 5.16555, -4.83079], [-2.74678, 4.50216, -2.53447], [-0.91654, 0.21149, 3.27871], [0.61440, -1.58029, 1.97014], [-0.54443, -2.51775, 1.22166], [1.43980, -0.74951, 1.14323], [2.48454, -0.94625, 0.58042], [0.82133, 0.56417, 0.91886], [0.99911, -1.90054, 2.92037]], "orbital_gap_ev": [5.33, 5.96], "de_lowest_ev": 1.131, "charge": 2, "lumo_ha": [-0.22678, -0.29421], "homo_ev": [-11.5, -14.0], "spin_multiplicity": 6}

{"formula": "C37H38CrF5GeN2S", "method": "the ωB97M-V functional and the def2-TZVPD basis", "elements": ["Cr", "C", "C", "C", "C", "C", "C", "C", "C", "C", "C", "C", "C", "H", "H", "H", "H", "H", "H", "H", "H", "H", "H", "H", "H", "H", "H", "H", "H", "H", "H", "F", "C", "C", "F", "C", "F", "C", "S", "C", "F", "C", "F", "N", "N", "H", "H", "H", "H", "C", "Ge", "C", "C", "C", "C", "C", "C", "C", "C", "C", "C", "C", "C", "C", "C", "C", "C", "C", "C", "H", "H", "H", "H", "H", "H", "H", "H", "H", "H", "H", "H", "H", "H", "H", "H"], "positions_angstrom": [[0.21468, -1.20003, -0.69220], [0.37917, -4.13295, 2.56388], [-0.36209, -3.79713, 1.29040], [0.11881, -4.28271, 0.07275], [1.42048, -5.04013, -0.00513], [-0.60191, -4.05269, -1.10658], [-0.11563, -4.65915, -2.39938], [-1.75927, -3.26957, -1.07142], [-2.46946, -2.88360, -2.34590], [-2.25166, -2.79018, 0.15417], [-3.52104, -1.98101, 0.12878], [-1.54071, -3.03474, 1.33510], [-1.96946, -2.43416, 2.65386], [1.29333, -3.54561, 2.68035], [0.67147, -5.18377, 2.57249], [-0.23170, -3.95656, 3.44490], [1.25755, -6.11559, -0.13203], [2.02760, -4.89777, 0.88419], [2.00629, -4.68500, -0.85395], [0.63022, -4.02262, -2.88395], [-0.93414, -4.81900, -3.09768], [0.35452, -5.62551, -2.22061], [-3.34436, -3.51582, -2.53276], [-1.80856, -2.95289, -3.20628], [-2.79123, -1.84490, -2.28333], [-3.29761, -0.97487, -0.24890], [-3.99101, -1.90271, 1.10529], [-4.24874, -2.43136, -0.54757], [-2.69906, -1.64144, 2.52045], [-1.11187, -1.99314, 3.16383], [-2.41252, -3.18163, 3.31946], [6.44161, 0.49431, 1.38416], [5.48942, -0.04370, 0.60845], [4.61278, -0.98228, 1.11933], [4.72500, -1.37498, 2.40054], [3.63597, -1.52676, 0.30823], [2.85072, -2.47150, 0.86293], [3.44876, -1.15674, -1.02216], [2.18511, -1.82285, -2.02343], [4.36032, -0.21470, -1.49957], [4.28329, 0.21797, -2.76355], [5.36395, 0.32714, -0.71502], [6.20668, 1.23408, -1.23104], [1.19127, -0.64921, 2.64917], [0.80709, -0.14482, 1.36154], [1.71393, 0.05530, 3.16083], [1.80737, -1.43629, 2.49614], [1.49735, 0.50503, 0.98594], [-0.04202, 0.39486, 1.50024], [-0.92569, 0.24246, -1.37468], [-0.86445, 2.01937, -0.77686], [0.96599, 2.69266, -0.33000], [1.98738, 2.46171, -1.25437], [3.28526, 2.89846, -1.02373], [3.60073, 3.55149, 0.16201], [2.60492, 3.77359, 1.10405], [1.30173, 3.35612, 0.85121], [-1.86249, 2.31737, 0.92802], [-2.33585, 1.22384, 1.65151], [-3.01374, 1.38319, 2.85465], [-3.24902, 2.65731, 3.35154], [-2.80689, 3.76332, 2.63567], [-2.12179, 3.59019, 1.44005], [-1.59311, 3.42507, -1.96851], [-2.70958, 3.14402, -2.75657], [-3.26902, 4.10649, -3.58623], [-2.71553, 5.37930, -3.64726], [-1.59920, 5.67607, -2.87785], [-1.04692, 4.70545, -2.05001], [-1.07432, 0.23316, -2.46540], [1.76322, 1.90773, -2.16165], [4.05615, 2.71999, -1.76418], [4.61728, 3.87651, 0.34942], [2.84114, 4.27415, 2.03637], [0.53797, 3.54342, 1.59946], [-2.18607, 0.23013, 1.23568], [-3.36362, 0.51503, 3.40219], [-3.78064, 2.78925, 4.28639], [-2.99890, 4.76245, 3.00989], [-1.78913, 4.46614, 0.89115], [-3.14138, 2.14876, -2.72240], [-4.13627, 3.86327, -4.18923], [-3.14838, 6.13251, -4.29483], [-1.15460, 6.66353, -2.92579], [-0.16585, 4.94988, -1.46465]], "orbital_gap_ev": [5.39, 6.06], "de_lowest_ev": 0.204, "charge": -1, "lumo_ha": [0.09457, 0.09442], "homo_ev": [-2.8, -3.5], "spin_multiplicity": 5}